Model P:
{
  "formula": "C38H105N9O11",
  "method": "wB97M-V/def2-TZVPD",
  "e_homo_ev": -8.7,
  "smiles": "COC[C@H](C)N.COC[C@H](C)N.COC[C@H](C)N.COC[C@H](C)N.COC[C@H](C)N.COC[C@H](C)N.COC[C@H](C)N.COC[C@H](C)N.COC[C@H](C)N.OCCO",
  "gap_ev": 9.02,
  "species": ["C", "O", "C", "C", "C", "N", "H", "H", "H", "H", "H", "H", "H", "H", "H", "H", "H", "C", "O", "C", "C", "C", "N", "H", "H", "H", "H", "H", "H", "H", "H", "H", "H", "H", "C", "O", "C", "C", "C", "N", "H", "H", "H", "H", "H", "H", "H", "H", "H", "H", "H", "C", "O", "C", "C", "C", "N", "H", "H", "H", "H", "H", "H", "H", "H", "H", "H", "H", "C", "O", "C", "C", "C", "N", "H", "H", "H", "H", "H", "H", "H", "H", "H", "H", "H", "C", "O", "C", "C", "C", "N", "H", "H", "H", "H", "H", "H", "H", "H", "H", "H", "H", "C", "O", "C", "C", "C", "N", "H", "H", "H", "H", "H", "H", "H", "H", "H", "H", "H", "C", "O", "C", "C", "C", "N", "H", "H", "H", "H", "H", "H", "H", "H", "H", "H", "H", "C", "O", "C", "C", "C", "N", "H", "H", "H", "H", "H", "H", "H", "H", "H", "H", "H", "O", "C", "C", "O", "H", "H", "H", "H", "H", "H"],
  "positions_angstrom": [[4.781, -1.095, -26.190], [4.361, -2.445, -26.123], [4.546, -3.021, -27.388], [3.993, -4.443, -27.455], [4.535, -5.331, -26.344], [4.338, -5.042, -28.778], [4.119, -0.586, -26.902], [5.807, -1.019, -26.555], [4.720, -0.589, -25.227], [3.961, -2.440, -28.118], [5.579, -3.067, -27.756], [2.900, -4.438, -27.469], [5.626, -5.291, -26.317], [4.237, -6.367, -26.513], [4.155, -4.986, -25.381], [4.273, -4.218, -29.398], [5.358, -5.137, -28.867], [-2.143, -0.787, -26.185], [-1.081, -1.027, -25.282], [-0.426, 0.137, -24.868], [0.875, -0.241, -24.161], [2.005, -0.697, -25.070], [0.667, -1.207, -23.058], [-1.802, -0.204, -27.046], [-2.954, -0.250, -25.681], [-2.514, -1.759, -26.503], [-0.194, 0.765, -25.743], [-0.983, 0.780, -24.171], [1.260, 0.669, -23.683], [1.675, -1.543, -25.684], [2.833, -1.083, -24.474], [2.410, 0.077, -25.721], [0.071, -1.939, -23.439], [0.107, -0.728, -22.359], [5.556, -3.743, -23.036], [5.589, -2.955, -21.870], [4.389, -2.252, -21.656], [4.599, -1.250, -20.525], [5.178, -1.845, -19.252], [3.335, -0.577, -20.165], [5.294, -3.130, -23.904], [4.839, -4.574, -22.963], [6.518, -4.243, -23.145], [4.098, -1.699, -22.562], [3.558, -2.933, -21.419], [5.311, -0.502, -20.886], [5.356, -1.044, -18.535], [6.144, -2.332, -19.393], [4.491, -2.578, -18.821], [2.928, -0.191, -21.015], [2.669, -1.298, -19.892], [-0.362, -7.014, -25.711], [0.185, -7.710, -26.809], [1.050, -6.901, -27.567], [1.468, -7.625, -28.834], [2.552, -8.668, -28.568], [1.970, -6.583, -29.767], [-0.993, -7.727, -25.182], [-0.981, -6.166, -26.022], [0.423, -6.650, -25.037], [0.606, -5.930, -27.837], [1.933, -6.607, -26.974], [0.630, -8.142, -29.302], [2.297, -9.395, -27.793], [3.524, -8.233, -28.325], [2.711, -9.238, -29.491], [2.799, -6.154, -29.332], [2.368, -7.092, -30.555], [1.795, -1.022, -28.799], [0.787, -1.690, -29.527], [0.078, -2.653, -28.764], [-0.763, -3.452, -29.766], [-1.750, -4.371, -29.055], [0.128, -4.244, -30.637], [1.308, -0.461, -27.993], [2.303, -0.305, -29.445], [2.555, -1.717, -28.429], [0.738, -3.344, -28.227], [-0.577, -2.098, -28.078], [-1.318, -2.748, -30.390], [-1.233, -5.208, -28.584], [-2.482, -4.763, -29.761], [-2.303, -3.805, -28.301], [0.495, -5.032, -30.095], [0.937, -3.635, -30.748], [3.173, -7.195, -23.089], [3.958, -7.890, -22.144], [3.200, -8.289, -21.016], [4.140, -8.959, -20.040], [4.618, -10.308, -20.550], [3.440, -9.105, -18.740], [2.377, -7.845, -23.471], [3.805, -6.937, -23.937], [2.774, -6.287, -22.623], [2.692, -7.413, -20.588], [2.392, -8.958, -21.356], [4.959, -8.259, -19.872], [5.323, -10.752, -19.837], [5.174, -10.241, -21.485], [3.794, -11.019, -20.623], [3.792, -9.951, -18.299], [2.451, -9.306, -18.854], [7.931, -1.096, -28.598], [6.928, -0.091, -28.536], [6.942, 0.750, -29.664], [6.046, 1.943, -29.428], [4.567, 1.593, -29.357], [6.257, 2.907, -30.529], [7.625, -1.908, -27.942], [8.877, -0.689, -28.225], [8.042, -1.436, -29.631], [7.946, 1.084, -29.953], [6.543, 0.191, -30.527], [6.332, 2.427, -28.483], [4.398, 0.945, -28.498], [4.301, 1.049, -30.266], [3.947, 2.483, -29.262], [7.168, 3.347, -30.480], [5.577, 3.649, -30.415], [8.077, -0.812, -24.733], [9.194, -0.968, -23.900], [9.008, -2.067, -23.004], [10.298, -2.287, -22.229], [11.448, -2.662, -23.149], [10.147, -3.272, -21.145], [8.222, 0.093, -25.329], [7.146, -0.630, -24.182], [7.969, -1.657, -25.422], [8.232, -1.748, -22.296], [8.684, -2.931, -23.598], [10.508, -1.316, -21.767], [11.549, -1.952, -23.966], [11.281, -3.671, -23.544], [12.382, -2.719, -22.587], [10.505, -4.161, -21.492], [9.161, -3.503, -21.023], [6.887, -7.847, -32.503], [7.447, -7.720, -31.220], [7.037, -6.568, -30.530], [7.825, -6.482, -29.240], [7.433, -7.589, -28.274], [7.583, -5.170, -28.600], [7.189, -8.812, -32.898], [7.234, -7.045, -33.168], [5.793, -7.780, -32.456], [7.242, -5.682, -31.159], [5.948, -6.552, -30.376], [8.890, -6.575, -29.477], [7.450, -8.564, -28.754], [6.403, -7.407, -27.947], [8.079, -7.576, -27.395], [8.264, -4.472, -28.877], [7.754, -5.284, -27.604], [5.114, -0.880, -32.895], [3.828, -1.207, -32.373], [3.845, -2.650, -31.931], [4.707, -2.817, -30.807], [5.167, 0.076, -32.983], [3.588, -0.557, -31.523], [3.050, -1.039, -33.127], [4.192, -3.249, -32.777], [2.838, -2.942, -31.638], [5.607, -2.881, -31.142]],
  "mulliken_charge": [-0.27, 0.54, 0.53, 2.34, -1.59, -0.14, -0.36, -0.39, 0.54, -1.06, -0.31, -0.91, 0.10, 0.53, 0.18, -0.23, -0.10, -0.85, -0.27, -0.81, 0.08, 0.34, -0.64, 0.36, 0.34, 0.12, 0.37, 0.46, 0.51, 0.00, -1.05, 0.39, 0.30, 0.30, -0.58, -0.28, 0.13, 0.42, -1.42, -0.76, 0.23, 0.20, 0.33, -0.36, 0.19, 0.23, 0.39, 0.28, 0.31, 0.24, 0.34, -0.47, -0.50, 0.74, 0.20, -1.36, -0.41, 0.29, 0.19, 0.11, -0.44, -0.10, 0.51, 0.37, 0.15, 0.42, 0.20, 0.28, 0.50, -0.44, 0.93, 0.16, -1.01, -0.72, 0.27, -0.07, -0.09, -0.25, -0.38, 0.39, 0.09, 0.39, 0.22, 0.30, 0.23, -0.74, -0.38, -0.80, 0.57, -1.36, -0.72, 0.49, 0.14, 0.34, 0.41, 0.30, 0.17, 0.38, 0.35, 0.34, 0.27, 0.25, -0.65, -0.04, -0.78, 0.71, -0.78, -0.75, -0.11, 0.34, 0.41, 0.34, 0.18, 0.22, -0.18, 0.16, 0.44, 0.25, 0.24, -0.49, -0.47, -0.30, 0.35, -1.43, -0.70, 0.31, 0.26, 0.17, 0.22, 0.18, 0.23, 0.37, 0.34, 0.38, 0.31, 0.26, -0.70, -0.38, -0.45, 0.30, -1.44, -0.51, 0.27, 0.30, 0.26, 0.36, 0.21, 0.45, 0.44, 0.16, 0.42, 0.25, 0.16, -0.61, -0.02, -0.27, -0.21, 0.35, -0.13, 0.42, 0.34, -0.09, 0.18]
}

***

Model Q:
{
  "formula": "C38H105N9O11",
  "method": "wB97M-V/def2-TZVPD",
  "e_homo_ev": -8.6,
  "smiles": "COC[C@H](C)N.COC[C@H](C)N.COC[C@H](C)N.COC[C@H](C)N.COC[C@H](C)N.COC[C@H](C)N.COC[C@H](C)N.COC[C@H](C)N.COC[C@H](C)N.OCCO",
  "gap_ev": 8.96,
  "species": ["C", "O", "C", "C", "C", "N", "H", "H", "H", "H", "H", "H", "H", "H", "H", "H", "H", "C", "O", "C", "C", "C", "N", "H", "H", "H", "H", "H", "H", "H", "H", "H", "H", "H", "C", "O", "C", "C", "C", "N", "H", "H", "H", "H", "H", "H", "H", "H", "H", "H", "H", "C", "O", "C", "C", "C", "N", "H", "H", "H", "H", "H", "H", "H", "H", "H", "H", "H", "C", "O", "C", "C", "C", "N", "H", "H", "H", "H", "H", "H", "H", "H", "H", "H", "H", "C", "O", "C", "C", "C", "N", "H", "H", "H", "H", "H", "H", "H", "H", "H", "H", "H", "C", "O", "C", "C", "C", "N", "H", "H", "H", "H", "H", "H", "H", "H", "H", "H", "H", "C", "O", "C", "C", "C", "N", "H", "H", "H", "H", "H", "H", "H", "H", "H", "H", "H", "C", "O", "C", "C", "C", "N", "H", "H", "H", "H", "H", "H", "H", "H", "H", "H", "H", "O", "C", "C", "O", "H", "H", "H", "H", "H", "H"],
  "positions_angstrom": [[-20.375, 27.594, 12.230], [-20.944, 26.697, 11.338], [-21.465, 25.485, 11.993], [-21.815, 24.414, 10.896], [-22.301, 23.131, 11.425], [-20.670, 24.242, 10.086], [-21.215, 27.962, 12.818], [-19.965, 28.392, 11.610], [-19.586, 27.186, 12.862], [-20.733, 25.101, 12.703], [-22.355, 25.690, 12.587], [-22.634, 24.871, 10.341], [-21.526, 22.718, 12.072], [-22.521, 22.317, 10.734], [-23.221, 23.150, 12.009], [-20.408, 25.185, 9.834], [-19.922, 23.864, 10.649], [-25.154, 32.992, 8.337], [-26.374, 32.383, 8.639], [-26.856, 31.498, 7.673], [-28.313, 31.119, 7.885], [-28.778, 29.811, 7.221], [-29.216, 32.131, 7.488], [-24.292, 32.368, 8.100], [-24.792, 33.565, 9.191], [-25.317, 33.681, 7.508], [-26.616, 31.980, 6.725], [-26.254, 30.593, 7.751], [-28.419, 30.953, 8.957], [-28.542, 29.809, 6.157], [-29.849, 29.613, 7.276], [-28.135, 28.996, 7.553], [-29.090, 32.922, 8.103], [-30.126, 31.798, 7.773], [-18.311, 32.083, 5.010], [-18.273, 31.837, 6.400], [-18.467, 33.014, 7.140], [-18.491, 32.816, 8.656], [-19.716, 32.264, 9.335], [-18.048, 33.948, 9.395], [-17.652, 32.894, 4.701], [-19.322, 32.404, 4.761], [-18.097, 31.137, 4.513], [-17.593, 33.612, 6.880], [-19.294, 33.610, 6.753], [-17.717, 32.057, 8.771], [-20.514, 33.005, 9.282], [-19.461, 32.009, 10.364], [-20.056, 31.286, 8.995], [-17.039, 33.940, 9.356], [-18.393, 34.831, 9.046], [-22.273, 36.829, 8.094], [-22.659, 36.806, 9.432], [-21.917, 35.865, 10.279], [-22.369, 36.072, 11.739], [-23.795, 35.698, 11.997], [-22.136, 37.398, 12.190], [-21.207, 37.051, 8.045], [-22.865, 37.506, 7.478], [-22.350, 35.835, 7.654], [-22.037, 34.824, 9.979], [-20.868, 36.153, 10.211], [-21.704, 35.448, 12.336], [-24.499, 36.243, 11.368], [-24.002, 35.854, 13.056], [-23.989, 34.638, 11.836], [-21.189, 37.687, 11.990], [-22.517, 37.861, 11.377], [-22.223, 29.053, 16.357], [-22.948, 30.215, 15.939], [-23.905, 29.879, 14.877], [-24.765, 31.100, 14.523], [-25.883, 31.245, 15.593], [-25.431, 30.931, 13.257], [-22.866, 28.225, 16.654], [-21.636, 29.449, 17.185], [-21.568, 28.572, 15.630], [-23.241, 29.775, 14.019], [-24.608, 29.074, 15.090], [-24.180, 32.011, 14.392], [-26.315, 30.293, 15.901], [-26.689, 31.900, 15.261], [-25.439, 31.695, 16.482], [-24.666, 31.040, 12.607], [-26.041, 31.725, 13.126], [-22.080, 33.273, 6.602], [-23.135, 32.648, 5.911], [-22.677, 31.943, 4.736], [-23.836, 31.105, 4.207], [-24.065, 29.930, 5.173], [-23.551, 30.480, 2.932], [-22.581, 33.856, 7.375], [-21.387, 33.785, 5.934], [-21.532, 32.478, 7.110], [-22.303, 32.628, 3.976], [-21.786, 31.371, 4.996], [-24.756, 31.677, 4.085], [-24.306, 30.214, 6.198], [-23.229, 29.238, 5.272], [-24.933, 29.335, 4.889], [-23.357, 31.153, 2.204], [-24.381, 30.043, 2.557], [-22.022, 31.738, 11.950], [-22.991, 30.833, 11.436], [-22.535, 30.058, 10.247], [-23.435, 28.799, 10.155], [-23.122, 28.063, 8.851], [-24.770, 29.286, 10.088], [-22.636, 32.153, 12.749], [-21.740, 32.587, 11.326], [-21.134, 31.178, 12.244], [-22.618, 30.692, 9.365], [-21.485, 29.784, 10.354], [-23.256, 28.311, 11.113], [-22.064, 27.843, 8.704], [-23.481, 28.673, 8.022], [-23.709, 27.144, 8.858], [-24.881, 29.870, 10.904], [-24.809, 30.034, 9.410], [-30.496, 29.104, 10.351], [-29.733, 28.524, 11.437], [-28.384, 28.909, 11.519], [-27.678, 28.166, 12.624], [-28.240, 28.670, 14.001], [-26.189, 28.195, 12.653], [-31.562, 28.980, 10.538], [-30.168, 28.633, 9.424], [-30.327, 30.170, 10.202], [-27.907, 28.545, 10.610], [-28.142, 29.972, 11.480], [-27.857, 27.103, 12.459], [-29.329, 28.650, 14.035], [-27.981, 29.699, 14.249], [-27.797, 28.044, 14.776], [-25.979, 29.177, 12.765], [-25.828, 28.029, 11.725], [-19.742, 28.891, 7.189], [-19.330, 27.563, 7.072], [-19.553, 27.023, 5.718], [-21.015, 26.610, 5.502], [-21.476, 25.395, 6.430], [-21.236, 26.107, 4.194], [-19.385, 29.235, 8.160], [-20.818, 29.066, 7.156], [-19.179, 29.608, 6.591], [-19.286, 27.774, 4.976], [-18.850, 26.192, 5.660], [-21.714, 27.436, 5.632], [-20.942, 24.533, 6.030], [-22.529, 25.124, 6.361], [-21.244, 25.467, 7.493], [-22.118, 25.618, 4.139], [-21.388, 26.893, 3.578], [-19.011, 30.624, 16.693], [-18.624, 30.195, 15.364], [-19.587, 30.699, 14.255], [-19.435, 32.025, 13.946], [-19.173, 29.872, 17.267], [-17.599, 30.556, 15.273], [-18.714, 29.111, 15.295], [-20.646, 30.572, 14.477], [-19.413, 30.103, 13.359], [-18.704, 32.090, 13.328]],
  "mulliken_charge": [-1.02, -0.09, -0.92, 0.91, -1.75, -0.64, 0.36, 0.15, 0.46, 0.44, 0.39, 0.01, 0.35, 0.40, 0.37, 0.32, 0.30, -0.55, -0.44, -0.47, 1.35, -1.76, -0.80, -0.03, 0.28, 0.58, 0.49, -0.09, -0.36, 0.40, 0.43, 0.36, 0.30, 0.30, -0.72, -0.24, -0.71, 0.09, 0.46, -0.59, 0.41, 0.18, 0.24, 0.35, 0.38, 0.41, -0.46, 0.28, -0.57, 0.30, 0.22, -0.18, -0.41, -0.13, 0.50, -1.35, -0.85, 0.36, 0.29, -0.24, -0.20, 0.45, 0.38, 0.28, 0.40, 0.15, 0.29, 0.37, -0.57, -0.43, 0.07, 0.20, -1.64, 0.18, 0.37, 0.16, 0.17, -0.28, 0.55, 0.31, 0.28, 0.47, 0.39, -0.40, 0.25, -0.15, -0.34, -0.74, 0.66, -0.77, -0.76, -0.60, 0.75, 0.16, 0.35, 0.18, 0.30, -0.30, 0.01, 0.58, 0.24, 0.26, 0.66, 0.37, -0.40, 1.21, -1.58, -0.18, -0.01, -0.60, -0.25, -0.18, 0.12, 0.57, 0.26, -0.31, 0.48, -0.13, -0.13, -0.64, -0.42, -0.50, 0.27, -1.47, -0.44, 0.35, 0.24, 0.23, 0.30, 0.29, 0.49, 0.46, 0.20, 0.34, -0.02, 0.42, -0.39, -0.52, -0.81, 2.29, -1.66, -0.80, 0.07, 0.01, 0.66, 0.27, 0.35, -1.10, 0.48, 0.40, 0.20, 0.30, 0.28, -0.56, -0.63, 0.06, -0.52, 0.31, 0.32, 0.34, 0.18, 0.06, 0.38]
}

***

Tell me which of them is the most stable. Sure, it is model P.

***

Model P:
{
  "formula": "C2H7NS",
  "method": "wB97M-V/def2-TZVPD",
  "s_squared": 0.754,
  "e_homo_ev": [-15.0, -14.9],
  "total_charge": 1,
  "gap_ev": [11.07, 5.92],
  "spin_multiplicity": 2,
  "species": ["C", "S", "H", "H", "H", "C", "N", "H", "H", "H", "H"],
  "positions_angstrom": [[0.553, -1.578, 0.615], [0.250, -0.448, -0.816], [-0.249, -1.613, 1.358], [0.873, -2.523, 0.234], [1.385, -1.010, 1.308], [0.140, 1.125, 0.105], [-1.238, 1.403, 0.514], [0.923, 1.113, 0.927], [0.494, 1.858, -0.627], [-1.266, 1.799, 1.392], [-1.645, 0.449, 0.543]],
  "mulliken_charge": [-0.75, 0.40, 0.36, 0.34, 0.32, -0.41, -0.46, 0.33, 0.34, 0.26, 0.27]
}

***

Model Q:
{
  "formula": "C2H7NS",
  "method": "wB97M-V/def2-TZVPD",
  "s_squared": 0.786,
  "e_homo_ev": [-14.8, -14.5],
  "total_charge": 1,
  "gap_ev": [7.57, 5.68],
  "spin_multiplicity": 2,
  "species": ["C", "C", "S", "N", "H", "H", "H", "H", "H", "H", "H"],
  "positions_angstrom": [[0.490, -0.513, 0.142], [-1.016, -0.610, -0.201], [-1.759, 0.926, 0.211], [1.081, 0.652, -0.645], [0.960, -1.485, -0.140], [0.728, -0.483, 1.235], [-1.522, -1.432, 0.351], [-1.211, -0.774, -1.251], [-0.073, 1.333, 1.314], [0.346, 1.403, -0.650], [1.976, 0.984, -0.366]],
  "mulliken_charge": [-0.77, -0.17, 0.14, -0.42, 0.34, 0.32, 0.39, 0.35, 0.33, 0.23, 0.25]
}

***

Tell me which of them is the most stable. Sure, it is model P.